# 1
Below is an isolated ion of composition C4H7N2O6S and charge -1 at a distorted geometry, with properties calculated with the ωB97M-V functional and the def2-TZVPD basis.

Total charge: -1
E: -1115.566771 hartree
Frontier orbital gap (spin up / spin down): 7.22 / 8.12 eV
Spin multiplicity: 3
Expectation value of S²: 2.011

Element x y z (Å)
H: -1.611 -0.981 -2.787
C: -2.108 -0.912 -1.736
H: -2.782 -1.723 -1.795
N: 1.647 -0.897 0.896
H: -1.802 -1.105 0.431
C: -1.272 -0.975 -0.511
C: 0.572 0.081 0.912
H: 0.354 0.338 -1.088
O: 0.938 2.704 0.246
O: 2.664 1.198 -0.447
O: 2.427 1.693 1.939
H: -2.752 -0.129 -1.975
C: -0.302 0.294 -0.263
N: 0.237 0.546 2.175
S: 1.863 1.704 0.617
H: -0.631 -1.774 -0.558
O: 1.605 -1.838 0.100
O: -0.736 1.327 2.224
H: -0.816 1.193 -0.127
O: 2.506 -0.742 1.745



# 2
Below is one molecule with the formula C5H6O3 at a distorted geometry, with properties calculated with the ωB97M-V functional and the def2-TZVPD basis.

E: -419.723373 hartree
SMILES string: C1=COC([C@H]2CO2)O1
Frontier orbital gap: 9.70 eV

Element x y z (Å)
H: -2.347 0.352 1.183
O: -1.632 0.614 -0.816
H: -0.948 -1.342 -1.060
H: 2.651 -0.263 -1.369
C: 1.949 -0.079 -0.564
H: 0.026 -1.076 1.582
O: 1.276 -1.167 -0.030
C: -1.039 -0.537 -0.320
C: 1.464 1.076 -0.132
C: 0.149 -0.541 0.625
H: -3.269 -0.541 -0.049
C: -2.384 -0.038 0.248
O: 0.544 0.735 0.969
H: 1.546 2.133 -0.399



# 3
Below is H2OSn as an isolated structure at a distorted geometry, with properties calculated with the ωB97M-V functional and the def2-TZVPD basis.

Total charge: +2
E: -289.952869 hartree
Frontier orbital gap: 11.96 eV

Element x y z (Å)
H: -0.003 19.921 -14.904
Sn: -0.334 17.544 -16.077
O: -0.513 19.136 -14.706
H: -0.551 19.109 -13.750



# 4
Below is one molecule with the formula C6H11N at a distorted geometry, with properties calculated with the ωB97M-V functional and the def2-TZVPD basis.

E: -289.899165 hartree
SMILES string: [H]/N=C/CC=C(C)C
Frontier orbital gap: 9.38 eV

Element x y z (Å)
H: 1.796 0.924 2.440
C: -1.133 -0.342 1.272
H: 0.401 -0.497 -2.862
H: 0.777 -1.818 -1.763
C: -0.980 -0.908 -0.084
H: 0.816 -1.186 2.177
C: 0.382 -0.235 1.820
N: 0.933 0.889 1.896
H: 1.741 -0.333 -1.721
H: -1.548 0.662 1.287
H: 0.049 1.759 -1.858
H: -1.304 1.737 -0.699
C: 0.738 -0.734 -1.849
H: 0.362 1.801 -0.121
C: -0.201 -0.113 -0.853
H: -0.882 -1.981 -0.158
H: -1.665 -1.005 1.953
C: -0.283 1.381 -0.876



# 5
Below is a 2-piece molecular cluster, C4H5ClN2O overall at a distorted geometry, with properties calculated with the ωB97M-V functional and the def2-TZVPD basis.

E: -800.267217 hartree
Frontier orbital gap: 9.87 eV

Element x y z (Å)
C: 0.204 1.319 1.368
H: 0.454 2.325 1.717
H: 0.332 1.233 -2.270
C: 0.224 0.014 1.926
N: -0.063 -0.114 -0.218
C: 0.072 -0.891 0.929
H: 0.311 -0.261 2.957
N: -0.037 1.184 0.074
C: -0.268 -0.431 -1.576
H: -1.775 -0.737 -1.547
O: -0.123 0.413 -2.549
H: 0.249 -1.951 1.065
Cl: 0.420 -2.102 -1.876



# 6
Below is an isolated ion of composition C4H7O5S and charge -1 at a distorted geometry, with properties calculated with the ωB97M-V functional and the def2-TZVPD basis.

Total charge: -1
E: -930.935097 hartree
SMILES string: O=CCCC(O)=[S@@](=O)([O-])O
Frontier orbital gap: 6.72 eV

Element x y z (Å)
C: -0.258 -0.368 0.818
H: -0.755 0.297 1.637
H: 0.349 -1.201 1.111
H: -1.529 0.568 -1.180
H: 1.293 -0.208 -0.753
H: -1.884 -2.494 -2.412
C: -1.283 -0.980 -0.064
O: 0.342 -1.392 -2.220
O: 3.137 0.998 1.126
O: 0.498 -2.985 -0.295
H: 1.764 2.399 1.098
O: -1.435 -3.016 -1.787
C: 0.999 0.564 0.068
C: 2.102 1.416 0.757
S: -0.283 -2.008 -1.093
H: 0.476 1.326 -0.544
O: -2.001 -0.180 -0.909



# 7
Below is a 12-piece molecular cluster, C46H98N2O30 overall at a distorted geometry, with properties calculated with the ωB97M-V functional and the def2-TZVPD basis.

E: -4177.705315 hartree
SMILES string: COC(=O)OC.COC(=O)OC.COC(=O)OC.COC(=O)OC.COC(=O)OC.COC(=O)OC.COCCOCCOC.COCCOCCOC.COCCOCCOC.COCCOCCOC.CC#N.CC#N
Frontier orbital gap: 9.33 eV

Element x y z (Å)
O: -3.855 -2.954 4.814
H: 0.193 4.118 11.625
O: -7.930 -12.507 -9.860
C: -1.308 -2.540 -2.859
C: -0.262 -0.791 -1.647
H: -0.051 -10.382 3.353
O: 2.029 -10.348 3.739
H: 4.372 -2.188 9.375
H: 3.396 -9.304 1.481
H: -4.883 -4.684 5.345
H: -0.293 -0.181 -2.550
H: 1.976 -4.552 -9.696
H: 0.657 2.803 -0.359
H: 5.463 5.887 -0.772
H: -5.585 9.453 -0.101
O: 4.432 -5.590 -12.212
H: 11.843 0.095 -0.366
H: 0.315 2.456 1.997
C: 0.991 1.788 1.463
H: 3.193 1.129 9.084
H: -1.765 5.444 -7.884
H: -0.233 -8.564 2.154
O: 5.406 7.629 -1.891
H: -1.195 -3.571 -3.194
O: -0.278 -2.198 -1.901
O: -5.249 -1.459 5.912
H: 1.227 -9.073 5.170
O: 4.183 8.299 -0.302
H: -5.885 13.867 1.966
H: 5.086 -4.309 -13.684
N: 8.674 2.428 -6.307
C: -6.339 13.186 2.686
H: 1.236 5.461 11.270
O: 3.721 9.035 -2.403
C: -8.244 3.072 1.009
H: 2.569 3.623 11.729
H: -4.125 8.595 0.511
C: 2.992 2.012 2.628
H: 3.014 0.932 2.780
H: 4.025 2.344 2.528
H: 5.234 -5.980 -14.067
H: -7.206 4.056 -5.159
C: 5.185 -7.243 -1.631
C: -5.933 11.052 1.625
H: 10.804 0.448 -1.739
O: -8.033 3.303 -0.353
H: -5.671 8.245 1.259
H: -7.546 -14.244 -12.976
O: 3.639 -5.551 -10.216
C: 2.999 8.910 0.198
O: 1.535 -8.740 1.066
H: -8.724 4.257 -4.247
O: -5.783 11.864 2.714
C: -7.545 2.188 -1.174
H: 1.663 0.306 11.026
H: 6.435 7.113 -0.009
H: 2.984 8.636 1.253
C: 2.753 -5.150 -9.220
H: 6.163 -7.721 -1.563
H: -0.019 5.870 -8.219
N: 0.117 2.758 -7.788
H: -6.286 -9.864 -9.272
C: 0.903 -10.090 2.914
O: 10.707 2.817 1.525
H: 1.221 -7.843 2.885
H: -7.504 1.185 -0.749
O: -2.965 -1.404 5.897
C: 6.136 6.718 -0.980
C: 1.053 -0.428 -0.909
H: 2.550 -8.001 -0.899
C: 4.572 -5.265 -13.580
C: -7.780 4.542 3.677
H: 12.201 3.764 2.768
H: -1.722 -0.022 6.615
O: -7.225 -10.574 -10.924
H: -0.541 5.564 -6.620
H: 3.677 -9.211 -0.902
H: -6.479 2.381 -1.296
H: 4.300 1.655 10.460
C: 11.681 2.362 0.684
H: -4.665 -4.599 3.702
C: -7.287 -9.813 -9.700
C: 2.053 3.483 10.779
H: -5.881 -3.671 4.422
O: 4.531 -7.382 -0.369
H: 3.199 -7.476 1.483
C: -4.155 -1.881 5.574
H: 5.442 2.190 -6.098
O: 4.131 -0.363 10.194
C: -4.832 -3.937 4.552
C: -1.159 5.321 10.010
O: -9.068 4.457 3.076
H: 0.975 -10.794 2.085
H: 4.714 -7.760 -2.467
H: -3.154 -0.300 7.528
H: -9.863 4.389 1.200
C: 3.551 0.951 10.098
H: 5.930 0.670 -6.548
C: 0.844 -8.672 2.286
H: 1.851 -1.004 -1.377
H: 2.670 2.468 3.564
C: 11.175 3.398 2.779
O: -5.109 9.972 1.843
H: -7.163 -14.426 -11.306
H: 3.660 -1.099 8.272
H: -7.922 -10.338 -8.986
C: 0.525 1.786 0.011
H: 2.646 -1.713 9.590
O: -7.295 2.985 -3.513
O: 12.890 2.457 0.791
C: 2.392 1.116 11.017
H: 2.679 1.178 12.067
C: 0.893 4.502 10.883
C: 1.769 -10.016 5.095
C: -0.269 3.850 -7.683
H: 1.175 -0.790 0.112
H: -7.423 13.090 2.613
C: 3.458 -8.286 -0.368
O: 0.014 4.528 9.809
H: 12.398 1.008 -1.855
H: -1.156 -1.887 -3.718
O: -6.697 11.259 0.693
H: -1.854 4.722 10.598
H: 2.911 9.968 -0.051
O: 11.078 1.867 -0.333
H: -5.808 -14.146 -12.398
O: 2.282 2.355 1.462
C: -7.357 -11.904 -10.832
C: 4.380 8.434 -1.593
H: -8.956 2.258 1.137
H: -9.136 2.687 -2.679
C: -6.853 -13.900 -12.208
H: -7.348 2.800 1.568
H: 10.655 4.300 3.100
H: -1.201 -0.508 -1.170
H: 0.852 0.796 1.891
H: -7.101 3.691 3.723
H: -2.322 -2.309 -2.534
C: 3.747 -4.812 -11.334
H: -7.304 5.472 3.363
H: 3.605 -5.228 -14.083
H: -1.648 5.505 9.054
O: 1.330 0.927 -0.887
H: -3.344 0.570 5.985
H: 5.191 -6.162 -1.772
C: 6.222 1.466 -5.863
H: -8.213 1.256 -3.045
C: -8.132 2.264 -2.639
H: -8.518 2.808 -5.236
H: 2.036 8.633 -0.230
O: -6.831 -12.494 -11.956
H: 2.758 3.688 9.974
C: 11.609 0.847 -1.121
H: -8.118 4.822 4.675
H: 2.360 -5.994 -8.652
H: 1.165 -10.819 5.518
H: -1.000 6.271 10.520
O: 1.534 2.133 10.670
H: 3.280 -4.551 -8.478
C: 3.648 -1.374 9.326
H: 6.271 1.223 -4.802
H: 2.767 -9.830 5.492
C: -8.855 4.329 1.609
H: -7.631 -8.785 -9.808
C: -7.995 3.535 -4.616
C: -5.090 9.029 0.773
H: -8.377 5.248 1.271
C: 7.584 2.014 -6.138
H: -6.153 13.607 3.674
C: -0.717 5.255 -7.650
O: 3.355 -3.717 -11.581
C: 2.935 -8.429 1.023
H: 11.152 2.696 3.613
H: -0.515 1.523 -0.181
H: 6.936 6.193 -1.503
C: -2.790 -0.212 6.504



# 8
Below is C6H14S4 as an isolated structure at a distorted geometry, with properties calculated with the ωB97M-V functional and the def2-TZVPD basis.

E: -1829.651812 hartree
Frontier orbital gap: 8.12 eV

Element x y z (Å)
S: -3.899 2.179 1.120
S: -2.681 0.631 -1.123
C: 1.205 1.558 0.602
H: 2.355 -0.652 1.583
S: 0.919 3.208 0.006
H: 2.643 1.009 -1.109
C: 0.896 -0.377 -0.983
H: 0.105 0.259 -1.381
H: 3.305 -1.178 0.126
H: -3.522 1.387 -1.682
H: -0.575 -4.889 -2.927
S: 0.447 1.056 1.987
C: 1.947 0.510 -0.234
H: 1.261 -1.105 -1.707
H: -3.248 -0.223 2.315
C: 2.899 -0.299 0.712
H: -2.713 -1.145 0.882
H: 0.415 -0.923 -0.149
H: 3.649 0.279 1.151
C: -2.577 -0.211 1.482
C: -3.053 0.870 0.662
H: -0.119 -4.920 -2.280
H: 1.884 3.088 -0.898
H: -1.544 -0.112 1.843



- The highest E belongs to which entry?
  C6H11N